Formula: C16H26AuS2Sb2
Source: the OMol25 dataset
Level of theory: the ωB97M-V functional and the def2-TZVPD basis

```
47
Properties=species:S:1:pos:R:3:forces:R:3
Au 1.933 -0.556 -0.785 -0.6 1.0 0.7
C -0.672 -2.646 0.854 -0.1 -0.1 0.0
Sb -0.990 -0.632 1.454 0.3 0.3 0.2
C -2.716 -1.151 2.644 -0.2 -0.1 0.0
C -2.150 -0.095 -0.317 -0.3 0.2 0.0
C -2.717 1.299 -0.242 0.1 -0.4 0.1
C -3.836 1.537 0.559 -0.1 0.0 0.0
C -4.367 2.805 0.729 0.1 0.0 0.0
C -3.773 3.883 0.085 0.0 -0.1 0.0
C -2.676 3.659 -0.729 0.0 0.0 0.0
C -2.140 2.384 -0.913 0.3 0.1 -0.2
C -0.943 2.220 -1.808 -0.2 0.1 0.2
Sb 0.904 1.930 -0.728 0.6 -1.0 -0.8
C 2.153 2.693 -2.285 -0.1 0.2 0.0
C 0.840 3.753 0.340 -0.1 0.1 0.3
H -0.475 -3.238 1.747 0.0 0.0 0.0
H 0.188 -2.707 0.194 0.0 0.0 -0.1
H -1.573 -3.019 0.362 0.0 0.0 0.0
H -3.467 -1.638 2.020 -0.1 0.0 0.0
H -3.150 -0.280 3.132 0.0 0.0 0.0
H -2.392 -1.853 3.413 0.0 0.0 0.0
H -2.951 -0.835 -0.361 0.0 0.0 0.0
H -1.490 -0.254 -1.169 0.0 0.0 0.0
H -4.299 0.697 1.063 0.0 0.0 0.0
H -5.232 2.950 1.362 0.0 0.0 0.0
H -4.165 4.885 0.206 0.0 0.0 0.0
H -2.220 4.493 -1.251 0.0 0.0 0.0
H -0.807 3.104 -2.432 0.0 0.0 0.0
H -1.024 1.347 -2.456 0.0 0.0 0.0
H 1.831 3.694 -2.579 0.0 0.0 -0.1
H 2.092 2.009 -3.129 0.0 0.0 0.0
H 3.184 2.723 -1.939 0.0 0.0 0.0
H 0.797 4.549 -0.402 0.0 0.1 0.1
H 1.735 3.852 0.951 0.0 0.1 0.0
H -0.037 3.786 0.983 0.0 0.1 0.0
C 4.234 -3.753 1.576 0.0 0.0 0.0
C 3.398 -2.899 0.631 0.0 0.0 -0.1
S 2.847 -1.381 1.372 0.1 -0.2 -0.4
C 3.174 -3.321 -0.636 0.0 -0.1 0.0
C 3.728 -4.635 -1.148 -0.1 0.0 0.0
S 2.263 -2.501 -1.944 0.3 -0.3 0.1
H 4.321 -3.262 2.543 0.0 0.0 0.0
H 5.246 -3.915 1.195 0.0 0.0 0.0
H 3.795 -4.741 1.745 0.0 0.0 0.0
H 4.326 -5.160 -0.410 0.1 0.0 0.1
H 4.348 -4.470 -2.034 0.0 0.0 0.0
H 2.927 -5.310 -1.462 -0.1 0.1 0.0
```
Forces are in eV/Å.

Calculated values
Frontier orbital gap ... 5.813 eV
Charge ... -1
Relative energy (zero: lowest compared OMol25 entry of this formula, charge and spin) ... 0.0 kcal per mole
E_tot ... -55452.9024 eV

=====

Formula: C5H5NO
Source: the OMol25 dataset
Level of theory: the ωB97M-V functional and the def2-TZVPD basis

```
12
Properties=species:S:1:pos:R:3:forces:R:3
C 2.236 -0.391 0.640 -0.4 0.1 -0.2
C 1.219 -0.261 0.012 0.5 0.3 0.5
C 0.024 0.415 -0.511 -0.1 0.1 0.3
O -0.039 0.504 -1.915 0.2 -0.1 -0.2
C -1.323 -0.159 -0.057 -0.1 0.0 0.0
C -1.342 -0.477 1.373 0.0 -0.2 1.0
N -1.347 -0.722 2.502 0.0 0.2 -1.1
H 3.114 -0.380 1.241 0.1 -0.4 -0.1
H 0.120 1.410 -0.054 -0.2 0.1 -0.2
H 0.862 0.583 -2.252 -0.2 0.0 0.0
H -2.083 0.601 -0.264 0.0 -0.2 0.0
H -1.572 -1.049 -0.641 0.1 0.1 0.1
```
Forces are in eV/Å.

Calculated values
Frontier orbital gap ... 11.074 eV
Charge ... 0
Relative energy (zero: lowest compared OMol25 entry of this formula, charge and spin) ... 58.8 kcal per mole
E_tot ... -8800.8679 eV
Structure (SMILES) ... C#C[C@@H](O)CC#N

=====

Formula: C15H24BeN3S2
Source: the OMol25 dataset
Level of theory: the ωB97M-V functional and the def2-TZVPD basis

```
45
Properties=species:S:1:pos:R:3:forces:R:3
Be -0.206 0.260 0.684 0.2 -0.1 -0.3
C -0.882 -1.143 2.966 0.1 0.0 -0.1
C -0.948 -2.152 1.825 0.0 0.0 0.0
N -0.729 -1.454 0.529 0.0 0.0 0.1
C 0.237 -2.155 -0.362 0.0 0.0 -0.1
C 1.683 -1.950 0.064 0.0 0.1 0.0
S 2.040 -0.184 0.363 0.0 0.0 0.0
C 2.623 -0.243 2.075 0.0 -0.1 -0.1
C 1.562 -0.792 3.024 0.0 0.1 -0.1
N 0.242 -0.231 2.708 0.0 0.0 0.1
H -1.794 -0.546 2.982 0.0 0.0 0.0
H -0.800 -1.656 3.928 0.0 0.0 0.0
H -0.183 -2.920 1.942 0.0 0.0 0.0
H -1.911 -2.661 1.829 0.0 0.0 0.0
H -1.604 -1.404 0.013 0.0 0.1 0.0
H 0.011 -3.224 -0.400 0.0 0.0 0.0
H 0.097 -1.751 -1.361 0.0 0.0 0.0
H 1.937 -2.501 0.968 0.0 0.0 0.0
H 2.340 -2.302 -0.730 0.0 0.0 0.0
H 3.538 -0.831 2.125 0.0 0.0 0.0
H 2.878 0.790 2.314 0.0 0.0 0.0
H 1.515 -1.876 2.938 0.0 0.0 0.0
H 1.847 -0.577 4.056 0.0 0.0 0.0
H 0.105 0.623 3.236 0.0 0.0 0.0
C -1.709 4.839 0.382 0.0 -0.1 0.0
C -2.622 3.756 0.973 0.1 -0.1 0.0
C -1.865 2.539 1.258 -0.1 0.2 0.1
N -1.246 1.587 1.413 -0.1 -0.1 -0.1
H -2.319 5.690 0.087 0.0 0.0 0.0
H -1.189 4.458 -0.495 0.0 0.0 0.0
H -0.976 5.174 1.113 0.0 0.0 0.0
H -3.396 3.469 0.259 0.0 0.0 0.0
H -3.112 4.086 1.889 0.0 0.0 0.0
S -0.627 1.170 -1.219 -0.2 0.0 0.1
C -0.035 0.265 -2.627 0.2 0.0 0.0
C 1.262 0.460 -3.102 0.0 -0.1 0.1
C 1.718 -0.231 -4.218 0.0 0.0 0.0
C 0.885 -1.123 -4.879 0.0 0.0 0.0
C -0.411 -1.317 -4.420 0.0 0.0 0.0
C -0.867 -0.628 -3.305 -0.1 0.1 0.0
H 1.910 1.161 -2.591 0.0 0.0 0.0
H 2.726 -0.064 -4.577 0.0 0.0 0.0
H 1.239 -1.654 -5.752 0.0 0.0 0.0
H -1.072 -2.000 -4.937 0.0 0.0 0.0
H -1.889 -0.759 -2.967 0.0 0.0 0.0
```
Forces are in eV/Å.

Calculated values
Frontier orbital gap ... 8.152 eV
Charge ... +1
Relative energy (zero: lowest compared OMol25 entry of this formula, charge and spin) ... 10.0 kcal per mole
E_tot ... -42484.0534 eV

=====

Formula: C45H57BF4MnNO2P2Si4Te
Source: the OMol25 dataset
Level of theory: the ωB97M-V functional and the def2-TZVPD basis

```
118
Properties=species:S:1:pos:R:3:forces:R:3
Mn 11.358 13.614 11.930 0.4 0.5 0.1
O 11.975 15.597 15.210 0.3 0.0 -0.3
C 11.827 15.267 14.061 -0.4 1.1 0.1
O 11.087 14.272 13.667 -0.2 -1.2 -0.6
C 12.324 16.094 12.889 1.1 -0.7 0.0
C 12.972 17.303 13.131 -0.6 0.7 -0.8
C 13.394 18.024 12.037 -0.4 -0.9 0.2
C 13.190 17.474 10.758 0.8 1.1 -1.3
C 13.599 18.195 9.578 -0.1 -0.6 -0.7
C 13.348 17.737 8.307 -1.0 -1.9 1.7
C 12.683 16.467 8.161 -0.1 0.4 1.0
C 12.291 15.759 9.283 0.4 -0.6 -0.9
C 12.587 16.222 10.578 -0.3 0.3 0.6
N 12.216 15.533 11.697 -0.5 -0.6 0.2
H 12.948 17.654 14.138 0.4 0.3 0.5
H 13.847 18.992 12.074 0.2 0.4 0.4
H 14.193 19.087 9.596 0.0 0.5 0.7
H 13.660 18.283 7.468 0.4 0.6 -1.0
H 12.493 16.033 7.190 0.0 0.1 -0.1
H 11.876 14.749 9.192 0.0 0.7 -0.1
C 8.339 12.245 12.378 -0.2 0.4 -0.9
C 8.083 13.755 12.590 -0.1 -0.2 0.6
P 9.279 14.666 11.496 -0.7 -0.8 0.2
C 8.422 14.535 9.915 -0.2 -1.1 -1.4
C 8.871 13.669 8.875 -0.5 0.8 0.8
C 8.118 13.488 7.708 0.5 0.5 0.8
C 6.919 14.158 7.523 0.1 0.5 1.3
C 6.433 14.982 8.568 -0.1 -0.5 -0.2
C 7.158 15.119 9.754 -0.2 0.8 -0.1
C 9.275 16.387 11.988 -0.3 1.3 -1.5
C 9.119 16.725 13.306 0.5 1.2 1.0
C 9.258 18.063 13.722 0.1 0.4 0.4
C 9.499 19.098 12.806 -0.4 -0.7 0.8
C 9.570 18.765 11.475 0.4 0.0 -0.9
C 9.471 17.453 11.060 0.1 -0.8 0.2
P 10.086 11.749 12.670 -0.8 0.4 0.8
C 10.153 10.190 11.805 0.0 -1.3 0.0
C 9.896 10.225 10.427 0.6 1.4 0.0
C 9.896 9.097 9.661 0.1 -1.0 0.6
C 10.044 7.855 10.266 0.3 -0.2 0.6
C 10.262 7.767 11.649 0.1 1.1 -0.6
C 10.365 8.937 12.422 -0.5 0.0 -0.6
C 10.127 11.467 14.473 0.8 -0.4 -0.9
C 11.243 10.844 15.019 0.7 -0.3 0.3
C 11.292 10.616 16.387 -0.1 0.0 0.4
C 10.267 11.054 17.247 0.9 0.0 -1.3
C 9.221 11.758 16.687 -0.8 0.0 1.0
C 9.126 11.883 15.317 -0.4 0.3 0.0
H 8.188 12.025 11.296 0.0 0.1 0.6
H 7.601 11.637 12.916 0.4 0.0 0.0
H 8.221 14.045 13.652 0.1 -0.2 -0.6
H 7.019 13.952 12.350 0.6 0.2 -0.1
H 9.805 13.134 8.988 0.0 0.1 -0.1
H 8.567 12.854 6.969 -0.2 -0.3 -0.4
H 6.360 14.015 6.624 -0.3 0.1 -0.4
H 5.453 15.483 8.502 0.6 -0.3 -0.1
H 6.736 15.773 10.536 0.3 -0.4 -0.4
H 9.013 15.970 14.061 -0.2 -0.2 0.3
H 9.234 18.289 14.799 -0.1 -0.2 -0.6
H 9.623 20.139 13.081 0.0 -0.2 0.3
H 9.796 19.522 10.720 -0.2 -0.2 0.3
H 9.615 17.292 10.001 -0.1 -0.4 -0.1
H 9.849 11.185 9.882 -0.2 -0.5 0.6
H 9.841 9.173 8.606 -0.2 0.1 -0.9
H 10.069 6.950 9.663 -0.1 0.2 0.1
H 10.422 6.809 12.098 0.0 -0.3 0.2
H 10.558 8.840 13.490 -0.1 0.2 -0.3
H 12.094 10.500 14.406 -0.6 0.3 0.3
H 12.158 10.106 16.798 -0.1 0.0 0.0
H 10.327 10.854 18.294 0.0 0.0 0.5
H 8.425 12.183 17.329 0.5 -0.4 -0.5
H 8.220 12.284 14.920 -0.4 0.4 -0.2
C 15.747 14.825 9.226 -1.1 0.5 -0.4
Si 16.730 14.793 10.814 -0.1 0.2 0.1
C 18.552 14.496 10.434 -0.8 -0.2 -0.6
C 16.530 16.420 11.771 -0.2 0.2 -0.4
Si 16.118 12.999 12.318 1.2 -0.2 -0.5
Te 13.785 12.527 12.847 -0.8 -0.2 0.2
Si 17.002 13.352 14.572 0.4 0.5 -0.5
C 18.817 14.016 14.481 -1.1 -0.2 0.2
C 16.773 11.841 15.671 0.7 0.1 -0.7
C 15.907 14.746 15.211 1.3 0.7 -0.4
Si 16.772 10.749 11.396 0.0 1.2 -0.7
C 18.542 10.520 12.067 -1.1 0.2 0.4
C 16.728 10.859 9.481 0.5 0.6 0.6
C 15.554 9.495 12.013 1.4 -0.3 0.9
H 15.886 15.751 8.625 0.1 -0.2 0.6
H 14.643 14.737 9.385 1.1 0.0 0.0
H 16.019 14.036 8.531 0.1 -0.4 0.1
H 18.955 15.096 9.633 -0.2 0.4 -0.5
H 18.735 13.460 10.142 0.1 -0.1 0.3
H 19.130 14.788 11.268 0.8 -0.1 1.2
H 16.739 17.306 11.150 -0.1 -0.3 -0.1
H 17.233 16.471 12.582 0.5 -0.1 0.5
H 15.552 16.585 12.234 0.0 -0.3 -0.2
H 19.530 13.381 13.967 0.1 -0.2 0.1
H 19.156 14.282 15.486 0.1 -0.3 0.0
H 18.777 14.963 13.959 0.0 0.3 -0.4
H 17.588 11.120 15.561 0.0 0.1 0.1
H 15.869 11.329 15.409 -0.7 -0.3 -0.2
H 16.685 12.122 16.704 0.1 0.2 0.6
H 15.666 15.514 14.470 0.3 0.0 -0.1
H 16.360 15.244 16.075 0.0 0.0 -0.1
H 14.978 14.368 15.513 -1.5 -0.7 0.6
H 19.097 11.444 11.922 0.0 0.2 0.1
H 19.055 9.772 11.483 0.2 -0.6 0.1
H 18.484 10.280 13.155 0.3 0.0 -0.8
H 17.476 11.576 9.083 -0.2 -0.5 0.2
H 15.774 11.197 9.099 -0.4 0.1 0.1
H 16.896 9.877 9.048 0.2 -0.2 -0.1
H 15.387 9.673 13.064 -0.2 0.1 0.5
H 15.987 8.508 11.979 0.4 -0.5 -0.2
H 14.620 9.413 11.546 -1.4 0.3 -0.9
F 11.636 12.874 10.185 0.1 0.1 -0.2
B 12.513 12.044 9.103 0.7 -0.9 0.4
F 13.545 12.889 8.740 -0.9 -0.7 0.4
F 11.624 11.749 8.110 0.1 0.4 0.2
F 12.881 10.923 9.850 0.0 1.0 -0.5
```
Forces are in eV/Å.

Calculated values
Spin multiplicity ... 4
Frontier orbital gap (alpha / beta) ... 6.642 / 5.783 eV
⟨S²⟩ ... 3.8209
Charge ... +1
E_tot ... -153428.8165 eV

=====

Formula: C5H10N2
Source: the OMol25 dataset
Level of theory: the ωB97M-V functional and the def2-TZVPD basis

```
17
Properties=species:S:1:pos:R:3:forces:R:3
C -2.203 -0.381 0.045 0.0 0.1 0.3
C -1.211 -0.280 -1.079 0.3 -0.3 0.5
N -0.087 0.546 -1.093 0.0 0.9 0.2
C 0.408 -0.670 -0.598 -0.3 0.0 -0.1
C 1.323 -0.458 0.631 -0.4 -0.3 -0.1
C 2.041 0.855 0.785 0.1 0.0 -0.2
N 0.975 0.473 1.702 -0.3 0.0 0.0
H -1.700 -0.131 0.976 -0.2 0.1 0.2
H -2.523 -1.430 0.120 0.1 0.2 0.0
H -3.110 0.222 -0.066 0.2 0.1 -0.1
H -1.697 -0.426 -2.076 0.9 -0.8 0.6
H 0.252 1.063 -1.883 -0.1 -0.2 -0.5
H 0.653 -1.573 -1.158 0.5 0.6 -0.7
H 1.877 -1.329 0.984 -0.4 0.0 -0.1
H 3.039 0.910 1.231 -0.3 -0.2 -0.2
H 1.834 1.648 0.066 -0.1 -0.2 0.1
H 0.128 0.961 1.415 0.1 0.0 0.0
```
Forces are in eV/Å.

Calculated values
Frontier orbital gap ... 9.570 eV
Charge ... 0
Relative energy (zero: lowest compared OMol25 entry of this formula, charge and spin) ... 83.9 kcal per mole
E_tot ... -8323.6933 eV
Structure (SMILES) ... C[C@H]1N[C@H]1[C@H]1CN1

=====

Formula: C9H24N2O8S2
Source: the OMol25 dataset
Level of theory: the ωB97M-V functional and the def2-TZVPD basis

```
45
Properties=species:S:1:pos:R:3:forces:R:3
C 1.223 -4.883 1.700 0.0 -0.2 -0.3
C 1.922 -3.670 2.286 -1.2 0.0 -0.5
O 3.232 -3.989 2.735 1.4 -0.1 -0.2
S 4.403 -4.216 1.627 -0.1 0.0 0.3
C 5.781 -4.234 2.746 -0.1 0.1 0.2
O 4.499 -3.036 0.793 -0.3 -1.1 0.4
O 4.267 -5.541 1.064 0.0 1.2 0.1
H 1.716 -5.220 0.783 -0.1 0.1 0.1
H 0.182 -4.651 1.454 0.1 0.1 0.1
H 1.244 -5.721 2.404 0.0 0.2 0.0
H 1.950 -2.844 1.569 0.2 -0.1 0.0
H 1.357 -3.323 3.159 0.4 0.0 0.0
H 5.879 -3.250 3.208 -0.1 -0.1 -0.1
H 6.679 -4.469 2.169 -0.3 0.0 -0.1
H 5.614 -5.005 3.501 0.0 0.1 -0.2
C -3.507 3.684 -0.469 -0.1 0.4 0.0
C -3.381 2.436 -1.325 1.0 0.6 0.5
O -4.652 1.958 -1.740 -1.2 0.0 -1.0
S -5.445 2.766 -2.911 0.2 -0.3 0.3
C -6.714 1.560 -3.207 0.1 -0.2 0.1
O -4.600 2.847 -4.085 -0.6 0.3 1.1
O -6.068 3.937 -2.335 0.7 -0.7 -0.6
H -3.902 4.523 -1.049 0.1 -0.1 0.1
H -2.532 3.982 -0.070 -0.1 -0.2 0.0
H -4.196 3.514 0.365 0.2 -0.1 -0.1
H -2.733 2.612 -2.189 -0.2 0.0 0.0
H -2.917 1.643 -0.728 -0.4 -0.1 -0.3
H -6.258 0.654 -3.611 0.0 0.2 0.1
H -7.416 1.981 -3.930 0.2 0.1 0.1
H -7.230 1.352 -2.268 0.1 0.1 -0.1
C 2.878 0.810 -0.493 -0.5 -0.3 1.0
C 2.323 2.073 0.424 2.4 -0.2 0.5
N 1.421 3.031 -0.322 2.7 0.4 0.3
N 0.377 2.400 -0.975 -2.9 -2.4 1.7
C -0.426 1.490 -0.074 0.1 -6.4 -2.6
O -0.618 0.219 -0.512 0.8 7.9 2.5
O -0.970 1.831 1.250 3.3 -0.5 -2.2
H 2.350 -0.182 -0.102 1.1 2.1 -1.3
H 2.631 1.038 -1.623 0.6 -0.8 2.2
H 4.034 0.664 -0.330 -2.4 0.4 -0.5
H 3.299 2.697 0.712 -2.3 -1.1 -0.5
H 1.882 1.716 1.474 0.7 0.8 -2.5
H 2.033 3.410 -1.107 -1.2 -0.2 1.5
H 0.665 1.946 -1.869 -0.8 -0.4 1.3
H -0.275 1.460 1.900 -1.6 0.8 -1.4
```
Forces are in eV/Å.

Calculated values
Frontier orbital gap ... 9.447 eV
Charge ... 0
E_tot ... -50748.0893 eV
Structure (SMILES) ... CCOS(C)(=O)=O.CCOS(C)(=O)=O.CCNNC(=O)O